Computed, not measured: C45H47AuN4O3P2S as an isolated structure, with wB97M-V/def2-TZVPD.

Geometry as XYZ:
```
103
Properties=species:S:1:pos:R:3:forces:R:3:mulliken_spin:R:1
Au 0.07439 -0.85574 -0.10131 0.3052 -0.1659 0.3250 0.29
O 1.06088 -3.45854 -0.17145 -0.1074 -0.3158 -0.1324 0.01
C 0.99240 -4.10428 1.06340 -0.0306 0.1580 0.0547 -0.03
C 1.56653 -5.36145 1.20133 -0.0150 0.0929 -0.0087 0.00
C 1.47573 -6.03123 2.40857 0.0213 -0.0357 -0.0026 0.00
C 0.81049 -5.45186 3.48079 -0.0070 0.0016 0.0154 0.00
C 0.28723 -4.17983 3.35245 0.0243 -0.0300 0.0114 0.01
C 0.39226 -3.46380 2.15366 0.0736 -0.1446 -0.0923 0.00
P -0.17026 -1.73625 2.17561 -0.4025 -0.0261 -0.1866 0.12
C 0.79722 -0.91571 3.45836 0.0246 0.1073 -0.1146 0.01
C 1.86091 -1.52568 4.11685 0.0302 -0.0179 0.0177 0.00
C 2.62274 -0.79930 5.02366 0.0136 -0.0070 0.0039 0.00
C 2.32975 0.53161 5.27423 -0.0075 0.0504 0.0108 0.00
C 1.28340 1.15103 4.60184 0.0452 -0.0055 0.0410 -0.01
C 0.53301 0.43754 3.68610 -0.0086 -0.0404 -0.0187 0.01
C -1.89215 -1.85826 2.75370 0.0388 -0.0825 -0.0592 0.02
C -2.69762 -2.82941 2.15416 0.0267 0.0091 -0.0267 0.01
C -4.03624 -2.93748 2.49097 0.0264 -0.0343 -0.0213 0.00
C -4.58980 -2.07187 3.42507 -0.0117 0.0197 0.0317 0.01
C -3.79475 -1.10780 4.02592 -0.0214 -0.0041 0.0077 0.00
C -2.45064 -0.99855 3.69495 0.0359 0.0143 0.0624 0.01
C 0.32571 -3.95900 -1.24175 -0.0134 0.1038 0.1302 -0.01
C -0.33471 -5.18247 -1.21276 0.1263 0.0952 0.0770 0.00
C -1.01603 -5.62778 -2.33532 -0.0013 0.0154 -0.0417 0.01
C -1.04901 -4.86355 -3.49054 -0.0038 -0.0441 0.0348 0.00
C -0.43848 -3.62274 -3.49748 -0.0484 0.0141 -0.0578 0.01
C 0.23860 -3.13217 -2.37846 0.0260 -0.1112 0.0210 0.00
P 0.79172 -1.39427 -2.31898 -0.1587 0.0849 -0.0032 0.08
C -0.06452 -0.51173 -3.63792 0.0682 -0.0606 -0.0663 0.00
C -1.06664 0.39304 -3.30322 -0.0041 0.0408 0.0253 0.00
C -1.75995 1.06705 -4.29734 -0.0242 0.0355 -0.0010 0.00
C -1.45191 0.84472 -5.62917 0.0133 -0.0067 -0.0222 0.00
C -0.43998 -0.04476 -5.97343 -0.0195 0.0165 0.0044 0.00
C 0.25464 -0.71736 -4.98466 0.0014 -0.0362 0.0277 0.00
C 2.52927 -1.42947 -2.80037 0.0802 -0.0179 0.0256 0.00
C 3.08407 -0.37938 -3.53270 -0.0280 0.0006 0.0267 0.01
C 4.38689 -0.47220 -3.99438 0.0319 0.0292 0.0085 0.00
C 5.15067 -1.59636 -3.70809 0.0267 0.0365 -0.0144 0.01
C 4.61160 -2.62661 -2.95243 0.0564 -0.0070 0.0394 -0.01
C 3.30407 -2.54665 -2.49869 0.0356 -0.0137 -0.0168 0.01
H 2.06863 -5.81115 0.35556 -0.0089 -0.0071 -0.0430 0.00
H 1.91585 -7.01393 2.50886 0.0089 -0.0102 -0.0034 0.00
H 0.71831 -5.98142 4.41842 -0.0056 -0.0137 0.0096 0.00
H -0.20039 -3.71993 4.20369 -0.0180 0.0280 -0.0101 0.00
H 2.10319 -2.56532 3.94131 -0.0195 -0.0051 -0.0072 0.00
H 3.43711 -1.28387 5.54540 0.0151 -0.0048 0.0108 0.00
H 2.91886 1.09064 5.98844 0.0071 0.0033 0.0096 0.00
H 1.06406 2.19518 4.77693 0.0056 0.0165 0.0105 0.00
H -0.23658 0.95022 3.12083 -0.0249 -0.0056 -0.0006 0.01
H -2.27852 -3.51705 1.42817 0.0122 0.0086 -0.0203 0.00
H -4.64244 -3.70928 2.03509 -0.0129 -0.0019 -0.0057 0.00
H -5.63269 -2.16358 3.69758 -0.0076 0.0078 0.0039 0.00
H -4.21176 -0.44512 4.77200 -0.0222 0.0060 0.0112 0.00
H -1.84884 -0.25933 4.20441 0.0431 0.0102 -0.0285 0.00
H -0.32191 -5.78957 -0.32179 0.0089 -0.0355 0.0325 0.00
H -1.52419 -6.58129 -2.29669 -0.0044 -0.0205 -0.0030 0.00
H -1.56934 -5.21372 -4.37005 -0.0154 -0.0145 -0.0081 0.00
H -0.53268 -3.00552 -4.37954 0.0266 0.0354 0.0213 0.00
H -1.29639 0.58882 -2.26387 -0.0029 -0.0143 0.0348 -0.02
H -2.53258 1.77510 -4.03004 -0.0074 0.0071 0.0009 0.00
H -1.99141 1.37341 -6.40274 -0.0063 0.0052 -0.0216 0.00
H -0.19104 -0.20936 -7.01256 0.0011 -0.0008 -0.0177 0.00
H 1.04912 -1.39945 -5.26188 0.0178 -0.0117 0.0100 0.00
H 2.48939 0.49081 -3.78158 -0.0240 -0.0021 0.0012 0.00
H 4.79766 0.32562 -4.59918 0.0190 0.0108 -0.0020 0.00
H 6.16072 -1.67463 -4.08745 0.0128 -0.0020 -0.0081 0.00
H 5.20116 -3.50819 -2.73954 0.0103 -0.0175 0.0079 0.00
H 2.88370 -3.37220 -1.93950 -0.0080 0.0068 0.0099 0.01
C -4.59823 -0.93442 -0.68547 -0.0315 -0.0359 0.0011 0.00
C -3.20706 -0.56182 -0.29701 0.0219 -0.1355 -0.0480 -0.08
N -2.20234 -1.30297 -0.58286 -0.1422 -0.0221 -0.0670 0.04
O -2.57249 -2.43388 -1.27889 -0.1015 -0.0172 0.0269 0.00
C -2.98061 0.67333 0.46769 0.1027 0.1085 0.0804 0.05
C -4.10192 1.38995 1.15856 -0.0206 0.0060 0.0615 0.02
N -1.77766 1.11370 0.52970 0.0086 0.0538 -0.0460 0.46
O -1.27797 2.08159 1.07979 0.0067 0.0413 0.0427 0.60
H -4.61992 -1.30368 -1.70925 0.0172 0.0052 0.0101 0.00
H -5.27627 -0.09373 -0.58445 -0.0215 0.0121 -0.0039 0.00
H -4.94724 -1.74466 -0.04081 -0.0071 -0.0179 -0.0180 0.00
H -1.74734 -2.89700 -1.48951 0.0140 0.0606 0.0027 -0.01
H -4.72735 0.68278 1.70346 0.0052 -0.0131 -0.0009 0.00
H -4.73199 1.91806 0.44123 0.0168 0.0206 -0.0068 -0.01
H -3.69832 2.11627 1.86015 -0.0058 0.0019 -0.0069 0.00
C 6.41119 2.03766 -0.28884 0.0166 0.0202 0.0154 0.00
C 5.62411 0.92031 -0.95164 0.0435 -0.0708 -0.0804 0.00
N 4.21642 0.90921 -0.54746 -0.0830 -0.0406 -0.0253 0.02
C 3.59105 0.22554 0.39425 -0.0013 -0.1420 0.2341 0.02
S 1.91638 0.61980 0.71016 -0.0923 0.4744 -0.2134 0.31
N 4.14279 -0.64398 1.23344 -0.0280 -0.0561 -0.0961 0.01
C 5.54134 -0.96759 1.53810 0.0336 0.0959 0.0682 0.00
C 6.01018 -2.25733 0.89310 -0.0153 -0.0367 -0.0203 0.00
H 7.44458 2.02082 -0.63187 0.0177 -0.0094 -0.0103 0.00
H 6.40880 1.95085 0.79762 0.0007 -0.0166 0.0198 0.00
H 5.99055 3.01052 -0.54173 -0.0116 0.0072 -0.0146 0.00
H 6.05003 -0.06393 -0.76818 -0.0012 0.0573 -0.0096 0.00
H 5.62328 1.04538 -2.03369 -0.0021 0.0285 0.0059 0.00
H 3.60961 1.56495 -1.01725 0.0154 -0.0038 -0.0195 0.00
H 3.46027 -1.03546 1.86701 0.0232 0.0316 0.0650 0.00
H 5.59146 -1.04011 2.62556 0.0145 -0.0471 -0.0197 0.00
H 6.17056 -0.12399 1.26752 -0.0132 -0.0514 0.0109 0.00
H 5.39470 -3.09865 1.21296 -0.0157 -0.0034 0.0057 0.00
H 7.04018 -2.46620 1.17847 0.0175 0.0052 0.0080 0.00
H 5.95838 -2.19714 -0.19352 -0.0012 -0.0080 -0.0623 0.00
```
Positions in Å, forces in eV/Å.

Properties
- 2S+1 = 3
- relative energy (zero: lowest compared OMol25 entry of this formula, charge and spin) (eV) = 0.000
- <S²> = 2.020
- HOMO-LUMO gap (spin up / spin down) (Eh) = 0.289 / 0.239
- charge = +2
- E_HOMO (spin up / spin down) (eV) = -12.3 / -13.2

Computed, not measured: an isolated molecule of C9H16N2O5, with wB97M-V/def2-TZVPD.

Geometry as XYZ:
```
32
Properties=species:S:1:pos:R:3:forces:R:3:lowdin_charge:R:1
C -2.03114 -2.61118 0.62407 0.6818 -0.6778 -1.7804 -0.04
C -1.55353 -2.13910 -0.80256 1.1186 1.8444 1.2968 -0.28
C -0.23454 -2.79868 -1.34652 -1.1711 0.2525 -2.9135 -0.07
C -1.09310 -0.57602 -0.78778 -0.6410 -0.4028 -1.6020 -0.23
N -0.00061 -0.12402 0.05457 -1.2291 0.5329 1.3155 0.13
C 0.02844 1.26865 0.12645 2.5734 2.1138 -2.3976 -0.36
O -0.33358 1.97280 -0.84557 0.9671 -1.4720 2.5634 0.06
C 1.01555 1.85542 1.24629 -1.7718 -0.4654 1.3457 -0.24
N 0.76056 1.18538 2.59421 1.3087 0.4264 -1.1479 0.02
C 2.50514 1.60914 0.94985 -0.4325 -1.8598 -1.3349 -0.10
C 2.96329 2.48442 -0.13059 -1.0094 6.0543 2.2294 -0.53
O 2.83804 3.75374 0.00397 0.7937 -4.6822 -1.4402 0.04
O 3.41275 1.82826 -1.15604 -0.1843 0.5705 -2.7857 0.14
C -2.26343 0.40768 -0.68635 -2.4030 -1.6216 0.5629 -0.44
O -2.51618 1.10413 0.26263 0.0707 -0.3472 -0.9808 0.12
O -3.24028 0.12561 -1.69276 0.3232 3.9397 0.4740 0.02
H -2.74581 -3.47574 0.59429 0.3421 1.2536 0.1628 0.10
H -1.15679 -2.95873 1.10785 1.0935 -0.9430 0.5283 0.04
H -2.23044 -1.77108 1.25228 -1.3683 0.5457 0.2453 0.06
H -2.41899 -2.09200 -1.49309 0.8281 -0.4888 0.0693 0.13
H 0.13784 -2.09581 -2.20473 -0.3852 -1.4818 1.5333 0.11
H -0.39334 -3.77859 -1.85049 -0.1491 0.5063 0.4517 0.08
H 0.57496 -2.95386 -0.66232 0.1756 0.2841 0.7680 0.06
H -0.70704 -0.49467 -1.80955 -0.3713 0.4328 0.1179 0.13
H -0.02028 -0.48593 1.00162 -0.0552 -0.3309 0.0091 0.13
H 0.76246 2.91683 1.45510 0.3490 -0.5952 -0.8832 0.16
H 1.28917 0.30742 2.43950 -0.3535 0.3560 0.9656 0.06
H 1.39197 1.78656 3.17957 -0.9162 -1.1512 -0.1210 0.09
H 2.64769 0.56767 0.51401 -0.3175 0.8879 1.1093 0.15
H 3.10954 1.73074 1.83628 0.0445 0.1612 0.2640 0.13
H 3.23988 2.39680 -1.95560 0.7515 -0.5175 0.7976 0.17
H -3.73821 1.05416 -1.81857 1.3371 -3.1248 0.5775 0.19
```
Positions in Å, forces in eV/Å.

Properties
- SMILES string = CC(C)[C@H](NC(=O)[C@@H](N)CC(=O)O)C(=O)O
- relative energy (zero: lowest compared OMol25 entry of this formula, charge and spin) (eV) = 2.848
- HOMO-LUMO gap (Eh) = 0.384
- E_HOMO (eV) = -9.9